Entry 1:
Molecular formula: C36H90O9
Method: DFT, ωB97M-V/def2-TZVPD

```
! RIJCOSX wB97M-V def2-TZVPD def2/J DEFGRID3
* xyz 0 1
C 15.8404 20.6571 8.5898
H 12.8127 16.0278 12.3276
H 15.9337 14.0838 11.7565
C 10.1361 11.9691 8.6553
H 12.9682 11.3423 13.0067
H 16.3876 15.3502 19.2404
C 19.3815 17.0175 16.0611
H 16.5083 15.5381 21.8373
C 16.0605 23.0235 8.6003
H 14.8995 16.1901 11.8738
H 20.0559 16.5806 14.1216
H 9.4962 10.0449 18.1437
C 15.2337 18.8979 17.5493
H 11.9462 16.8159 15.1075
H 12.0650 19.5667 19.7015
C 15.5744 15.3126 19.9535
H 14.8791 13.7439 16.5436
H 14.7924 13.2045 14.5304
H 15.2423 23.0840 7.8627
H 16.9693 24.3904 10.0725
H 20.3293 18.3347 18.2249
C 14.3714 12.8446 13.5886
H 9.0314 9.2675 15.2207
H 16.4635 19.4767 10.3164
C 9.8143 19.5240 15.0283
H 15.1482 24.4190 9.9866
C 11.8684 18.8144 18.9385
H 8.0132 10.4993 17.3203
O 9.7870 11.3215 16.5408
C 13.9745 14.9023 18.1736
H 10.6039 14.0259 8.1608
O 14.0985 16.6232 13.7561
C 20.4775 18.7972 17.2436
H 15.7824 15.2423 17.0102
H 16.7106 15.8909 13.6277
O 20.5858 17.7869 16.2663
C 16.6047 18.6967 18.1867
H 11.9693 19.1844 14.9136
C 8.3085 18.4809 16.5446
H 16.7603 13.6298 13.2187
H 22.6892 19.0607 17.2595
C 9.2894 9.0362 16.2493
H 13.9719 10.8812 14.3048
H 10.3435 8.7620 16.3255
H 17.3905 18.8884 17.4575
H 16.7981 20.5567 8.0986
H 12.0196 15.1415 14.5800
O 12.1701 13.1292 9.1461
H 7.2014 17.6846 18.2409
H 14.3592 15.3697 16.0988
H 16.9772 22.9319 7.9724
H 8.5954 18.7163 18.6718
H 14.8289 17.8802 12.2333
C 15.0376 16.9015 12.7094
H 10.3325 11.2437 9.4396
H 17.9481 13.1081 10.8088
C 15.5876 19.5664 9.6580
H 8.0941 17.7004 15.8533
H 15.1239 14.4136 21.8832
H 11.8646 17.8041 19.3813
H 8.6437 12.7515 17.4985
C 14.3650 14.0461 9.3484
H 18.5814 15.7251 14.6178
H 9.7818 13.8152 15.5951
H 18.5102 17.6496 15.8742
H 16.7227 13.9217 21.1772
C 9.7123 12.5338 17.2961
H 15.0307 20.5878 7.9216
O 14.6130 14.4204 19.3678
H 13.0814 14.2382 18.1198
H 11.3312 20.4154 13.8326
H 16.7045 17.6321 18.4795
H 15.1881 16.3303 19.9832
H 16.8004 11.8020 10.7701
C 21.7527 19.6295 17.2433
H 12.8813 19.7672 17.2792
H 12.6196 15.1708 8.7168
H 16.6962 17.6066 13.9948
H 20.1128 15.1317 15.1314
H 21.7200 20.2415 16.3247
H 14.9459 14.9248 9.5740
H 10.3654 13.8014 9.8789
H 21.8290 20.3089 18.0796
H 10.2239 14.6304 17.0963
H 15.1551 19.9214 17.0584
H 10.8368 16.3001 13.8894
C 9.0847 10.2521 17.1618
O 15.3177 12.2977 12.6586
O 14.2232 18.8141 18.5640
C 10.2981 13.6903 16.5484
H 12.4761 14.7265 10.3811
H 19.1752 16.4872 16.9957
C 19.5650 16.0578 14.9512
C 12.7968 16.6215 13.2167
H 14.5947 13.2106 10.0300
H 18.0008 11.8614 12.0059
C 14.7886 14.7847 16.8872
C 16.3231 13.2082 12.2834
H 12.5470 17.6746 12.9297
C 16.0963 24.2742 9.4315
O 15.8347 21.8697 9.3552
H 14.7113 19.8490 10.2538
H 12.6597 12.0448 14.6615
H 11.3996 20.7562 15.5638
H 7.6123 19.3224 16.3416
H 16.1440 25.1136 8.7456
H 19.5871 19.4365 17.0053
H 13.6541 15.9285 18.3575
C 11.2283 19.9963 14.8469
H 8.6766 8.1676 16.5462
H 9.0482 12.1192 8.5510
C 11.8563 16.1693 14.2546
H 16.7624 19.3421 19.0655
C 13.3885 11.7185 13.9307
H 9.0994 20.3234 14.8161
C 10.7604 13.2988 8.9909
H 10.1989 12.3771 18.2846
C 12.8755 14.3515 9.4371
H 10.4073 11.6229 7.6597
H 17.1274 17.0321 12.3877
H 15.0308 18.1422 16.7890
C 17.3237 12.4867 11.4130
O 9.6368 18.9152 16.2845
C 8.2569 17.9478 17.9798
H 8.8506 17.0721 18.1268
H 10.9258 19.0129 18.4082
H 11.3551 13.5297 16.3584
C 12.9342 18.8796 17.9035
H 9.6118 18.8041 14.2523
H 12.8795 18.0202 17.2082
H 15.4381 18.5620 9.2608
C 16.4620 16.8536 13.2184
H 14.6771 13.7550 8.3540
C 16.0229 14.7341 21.2808
H 13.8442 13.7028 13.1510
*
```

For the largest force on an atom, the calculation gives 2.83 eV Å⁻¹. The calculation puts the HOMO-LUMO gap at 0.363 Ha. The calculation puts the energy above the lowest of the compared OMol25 structures with the same formula, charge and spin at 0.0 kJ/mol. As for the structure (SMILES): CCOCC.CCOCC.CCOCC.CCOCC.CCOCC.CCOCC.CCOCC.CCOCC.CCOCC.

***

Entry 2:
Molecular formula: C36H93N5O16
Method: DFT, ωB97M-V/def2-TZVPD

```
! RIJCOSX wB97M-V def2-TZVPD def2/J DEFGRID3
* xyz 0 1
C -2.8407 1.1175 4.5849
N -2.3336 4.1493 7.8166
O -3.7950 -4.1004 4.5613
H -0.2344 -1.2937 -0.1233
O -2.0840 -0.7023 -0.6678
H -2.8165 -3.1855 -2.4816
H -1.8626 -4.8256 4.9375
H -0.8935 -1.7309 2.2402
C 10.5455 0.8067 -2.1624
H -5.5476 4.9643 8.2812
C -5.3414 -4.1692 1.3866
H -4.2891 5.1030 9.5062
H -4.2548 -4.9160 4.7786
H -2.3076 1.8308 6.9631
H 3.8134 7.5622 -1.9185
C 0.5514 2.2435 -1.0331
C -3.3352 -3.7408 -3.2809
C 4.0362 -0.7018 0.3779
H 3.0486 8.4867 -0.5922
C -1.2597 -1.4651 0.2198
C -4.5978 -5.9532 -6.3401
H -3.3889 1.1853 3.6364
H 3.1482 -0.4123 -5.2337
H 2.4002 -0.0689 2.3245
H 4.9471 2.8435 -0.8428
O -2.5227 2.4130 5.0134
O -3.4293 -2.9780 -4.4474
H 8.3667 1.1437 -0.7424
H -3.8186 1.7429 0.0247
H -1.5550 -2.5063 0.1525
C 5.0399 3.0747 -1.8995
H -4.8848 -3.8818 2.3394
C -3.4123 -1.5878 -4.1928
C 5.0354 1.1649 -4.4208
H -3.4720 -1.0982 -5.1626
H 3.3144 -1.5210 0.5548
H -4.6120 -5.6948 -7.4073
H -3.4077 0.4830 5.2697
C 3.2558 0.5930 2.1691
O 2.4884 6.5539 -0.7146
H -2.8312 -4.4435 6.3368
H 4.9612 -0.2169 -3.0080
H 3.4820 -0.0068 -0.2782
H 5.1098 -2.0483 -0.9652
H 6.0516 1.5208 -4.2348
H -2.0100 4.9973 8.2611
H 1.9019 -3.9852 -2.4772
N -3.1796 -5.9946 -4.3123
O -2.7279 -2.0176 6.5112
H -3.7767 -2.1118 -0.4978
H -1.5115 -4.8049 -3.9088
H -6.6225 -6.8961 -7.4071
H 2.1142 8.1894 -2.0073
H 4.2142 3.2211 -4.2311
H -1.0351 3.6553 -1.3732
H -1.1424 2.1995 -2.3564
O 3.1169 -2.3138 -2.5508
H -3.8179 4.7587 6.4550
C -1.3915 -0.9581 1.6389
C -5.3415 7.4618 8.1640
H -4.9479 -4.0543 -0.7220
O -4.3409 -2.3540 0.2503
H -2.4234 -1.3202 -3.7895
C -1.5203 3.7921 6.6798
H 0.7020 2.1993 0.0623
C -4.4615 -3.7993 0.2215
H -3.4276 -1.4497 6.1887
H -1.9423 0.6123 4.1859
H 2.7697 -0.1260 -3.4787
C 8.3371 0.4307 -1.5857
H 6.0478 2.7853 -2.2250
H -2.8290 -4.7906 -6.0037
H -2.0317 -2.1650 4.5828
H 2.4893 3.9055 -0.1133
C 1.7621 4.3100 -0.8408
C 2.9186 -3.6623 -2.2173
H -6.2631 7.0786 7.7084
H 7.9543 1.0006 -2.4493
H -2.5374 -6.4663 -6.3048
C -3.7469 4.3354 7.4705
H -4.3240 -4.0611 -2.9372
H -6.6037 -2.8961 0.6413
C -1.7412 2.3885 6.2012
H -3.4498 -4.1731 0.4074
H 4.0701 -2.6678 -4.3633
H 11.5183 0.3170 -2.1040
H -5.4703 -5.2575 1.4244
H 3.3313 5.2267 -2.0460
H -1.1128 0.9187 1.1877
H -0.8060 1.8352 6.0506
H 2.2535 2.7281 -2.0212
C 3.2172 -2.1033 -3.9384
H 0.9461 4.6660 -0.2098
O -4.2253 6.5938 8.0881
C 2.3418 5.4609 -1.6310
H 2.9038 1.3940 1.4932
H -3.4438 1.8888 -1.6538
C -4.4920 5.2304 8.4389
H 3.6140 1.0604 3.0810
H 2.9968 -3.7699 -1.1334
O -1.8233 2.0328 -0.3463
H 1.6571 5.7352 -2.4430
H -0.4726 3.9201 6.9662
H -4.1811 -1.2516 -3.4945
H 10.3794 1.2180 -3.1598
H 5.8438 -1.7419 0.5938
H -6.7240 -8.4382 -6.5185
H -1.0236 -2.8905 5.9223
C -2.0234 -2.7344 5.5184
H -5.2279 -5.1792 -5.8553
O -0.7341 0.2831 1.8189
C 3.4268 -0.6356 -4.1996
C -2.6046 -4.1105 5.3114
H 6.2910 0.5142 -0.0751
H -4.3140 3.3954 7.4088
H -3.3472 3.3553 -0.5695
O -5.0764 -7.2196 -6.0349
C -0.9108 2.5568 -1.3383
O 4.0609 2.2068 -2.4552
H 7.3033 -1.5019 -1.9446
H -7.0809 -6.9212 -5.6965
O -6.6513 -3.6216 1.2756
H -2.4488 -0.9881 1.9328
H 3.0562 2.0507 -4.3086
C 4.0539 2.1879 -3.8696
N 1.3983 3.2002 -1.7018
C -3.2100 -5.7851 -5.7541
N 6.0814 -0.1803 -0.7862
H 3.6596 -4.3292 -2.6738
C 2.8826 7.7350 -1.3682
C 7.3873 -0.6843 -1.2235
O 4.3710 -0.0308 1.5745
H 7.8880 -1.2156 -0.3813
H 10.6383 1.6134 -1.4197
H 2.3706 -2.5752 -4.4581
H -4.0827 -6.2411 -3.9380
O 9.5982 -0.1216 -1.8187
H -4.9895 8.4204 7.7950
H 0.7565 1.2110 -1.3476
H 4.9875 1.1481 -5.5199
N 4.8155 -0.2181 -4.0261
C -6.4278 -7.3955 -6.4506
H -5.6558 7.6147 9.2181
H 4.9104 4.1103 -2.2190
H -1.6596 4.5106 5.8543
C -2.5127 -4.9914 -3.5259
C -3.1731 2.2813 -0.6681
C 5.2866 -1.2622 -0.2352
H -1.7080 0.1950 -0.6697
H -2.3326 -5.4079 -2.5244
*
```

For the largest force on an atom, the calculation gives 2.11 eV Å⁻¹. The calculation puts the HOMO-LUMO gap at 0.323 Ha. The calculation puts the energy above the lowest of the compared OMol25 structures with the same formula, charge and spin at 117.5 kJ/mol. As for the structure (SMILES): COCCNCCOC.COCCNCCOC.COCCNCCOC.COCCNCCOC.COCCNCCOC.OCCO.OCCO.OCCO.

***

Entry 3:
Molecular formula: C36H96As2F18N8O14
Method: DFT, ωB97M-V/def2-TZVPD

```
! RIJCOSX wB97M-V def2-TZVPD def2/J DEFGRID3
* xyz 2 1
H -3.2664 11.8707 -9.7756
H -1.6986 14.0278 -6.4609
C -5.0273 12.8718 -5.6567
H -1.1447 16.7360 -8.8125
C -9.1688 9.5146 -13.1310
N -0.8748 17.0129 -7.8794
H -5.2685 11.2177 -10.8118
H -3.9447 2.2460 -7.3952
C -10.2598 6.5962 -10.0321
F -2.0115 16.5263 -10.4854
H -0.0301 17.5651 -7.8385
H -6.0909 10.3720 -14.0412
H -2.2297 10.7433 -11.7241
H 3.5759 9.4035 -2.3557
C -0.5378 7.8993 -14.6108
O -1.0923 9.9785 -13.3679
C -3.4664 11.1195 -9.0116
H -6.2993 4.3223 -8.8136
C -6.8670 13.7849 -14.2246
F -2.5236 8.9185 -5.5598
H -1.1017 5.9429 -14.0613
H -4.7469 14.9932 -5.2999
H -2.3081 11.5869 -13.1958
H -8.3246 6.7342 -7.6242
H 0.0245 8.4592 -12.6980
H -6.2252 6.5019 -9.9251
H -3.9906 12.7732 -5.3349
H -5.6659 12.0606 -5.3073
C -0.8850 8.5589 -13.2904
H -1.6050 10.0535 -9.4493
H -4.2239 7.4139 -8.8604
O -11.5446 6.2657 -10.6503
H -5.9326 5.4734 -7.6972
N -11.0833 6.0744 -7.7721
C 3.8866 8.6974 -3.1258
C 1.9619 9.3101 -5.9718
H -8.3867 10.3796 -15.0151
H 0.1751 15.9914 -6.3553
H 0.5205 6.0894 -13.6704
H 4.5277 7.9000 -2.7500
H 4.6603 9.0660 -3.7992
H -6.4077 14.5576 -5.6608
H -5.1288 12.9004 -6.7416
F -5.5331 13.9041 -1.0793
O 2.7819 8.1754 -3.8764
H -10.1759 9.8172 -13.4178
F -1.2863 14.3696 -11.6629
F -6.2819 11.8290 -8.5490
O -4.3878 4.0950 -8.4023
C -10.3971 7.1593 -8.6136
F -2.5213 16.1334 -12.8948
C -11.5616 5.0970 -11.4376
C -1.7390 15.1039 -6.6296
F -6.6510 9.8991 -8.0207
H -9.5257 13.7437 -7.9752
C -2.1374 10.5212 -8.6211
H -1.4315 7.9041 -15.2349
O -5.7641 14.1022 -3.7447
F -3.2435 14.3711 -9.8326
H -3.9725 11.4812 -8.1165
H 1.4857 8.3131 -15.1362
C -9.7406 12.7520 -7.5771
C -4.6955 3.0270 -7.5156
H 2.4681 7.1819 -6.1848
C -6.5388 15.0813 -2.9408
H -3.2918 6.3677 -9.6930
H -1.5666 17.6220 -7.4666
H -2.1080 9.8818 -7.7388
H -11.1947 6.3430 -6.8049
C -5.3492 5.8576 -9.8501
N 0.5694 8.6177 -15.4323
H -7.7483 14.3105 -13.8569
F -2.3009 6.9556 -7.0861
H -9.1850 9.6008 -12.0445
H -6.6606 8.8002 -14.2430
H -8.4544 10.3147 -6.2056
C -5.5204 14.2497 -5.1076
H -3.1165 10.0046 -13.2358
H -9.2498 12.2578 -13.6084
H -10.6173 14.0114 -5.4382
H 2.2005 10.2661 -4.0982
O -4.2729 10.0599 -9.6223
H 2.4227 13.3519 -7.8291
H -10.0736 10.2216 -6.0969
C -11.6935 12.4753 -9.1363
C 0.9102 10.2990 -6.5618
O -11.0775 12.2676 -7.8926
F -4.5214 16.0762 -11.3644
C -9.2779 10.9090 -5.8097
H 0.1170 6.0249 -15.4174
N -4.1763 6.8552 -9.7005
F -2.4830 5.3310 -5.3016
O -1.2845 7.2883 -10.2628
F -4.9849 15.9509 -1.3027
H -12.0028 5.7805 -8.0691
H -11.1943 4.1903 -10.9567
H 0.9283 8.9872 -4.1055
C -0.1869 6.3990 -14.4398
F -3.6584 13.9303 -12.3299
F -0.7849 7.3097 -5.0380
H -9.0056 8.1185 -7.0854
H 2.9487 9.5943 -6.3372
As -2.5370 7.1620 -5.3481
C -5.5141 10.3555 -10.1919
H -11.8498 13.5442 -9.2818
H -9.1653 12.2192 -8.3342
H -12.5890 4.8599 -11.7139
N -6.7755 9.6826 -13.7652
H -9.1532 10.9270 -4.7270
O -5.8720 9.2724 -11.0107
C 0.1725 14.7928 -8.2831
H -6.3923 16.0654 -3.3860
F -2.8603 7.4023 -3.5751
H -5.2026 5.7543 -11.9876
O -7.9386 14.8114 -3.1137
H 0.9479 7.4210 -6.1154
N -0.1970 7.4510 -9.7891
H -2.0859 15.5485 -5.6969
H -11.1129 7.9718 -8.7380
H -9.5095 13.4432 -4.4048
C -5.9495 15.0822 -1.4879
H 0.5741 8.3414 -16.4037
H -4.8136 3.4448 -6.5158
C -5.1829 5.0486 -11.1571
C 1.9412 9.2536 -4.4076
C 2.4290 14.4184 -7.6039
H -8.4635 8.1209 -8.7931
H -10.9273 12.5568 -4.6627
H -0.0129 13.7309 -8.1218
H -1.7223 8.0072 -12.8632
H 2.1609 14.5583 -6.5567
O 1.5953 15.0579 -8.5285
C -0.4908 15.7318 -7.1784
H -0.2882 15.0173 -9.2452
C -5.4778 4.9938 -8.5639
C -8.2649 11.7937 -13.5552
N 1.7759 7.8392 -6.5149
H -6.4262 14.0505 -15.1855
As -2.8881 15.2160 -11.3954
H -10.5900 5.1931 -7.7773
H 1.6126 7.7881 -7.5103
H -5.6587 2.6251 -7.8300
H -4.2593 7.6466 -10.3224
H -6.6869 9.5496 -12.7680
H 3.4839 14.6862 -7.6632
C -9.3010 12.4402 -6.1244
H -12.6853 12.0752 -9.3471
H -9.5516 5.7691 -10.0819
H -0.0986 10.0101 -6.2667
C -8.2119 10.3683 -13.9393
O 0.5285 8.3378 -10.2428
H -6.1175 13.6990 -13.4379
H -5.8808 4.2147 -11.2319
C -6.5610 10.6912 -9.0905
N -10.2232 13.1612 -5.0615
O 0.0510 6.7913 -8.8006
H -10.8694 5.1933 -12.2741
H -8.2979 12.8155 -5.9218
H 0.5552 9.6069 -15.2288
H 1.0241 10.3017 -7.6458
H -2.5316 15.1938 -7.3725
H -8.9244 8.4850 -13.3926
H -11.0303 12.1794 -9.9492
O -7.2396 12.4350 -14.3977
H 0.9790 11.2976 -6.1303
F -7.7504 10.7828 -9.6290
H -4.2529 4.4841 -11.2251
C -2.2950 10.5719 -12.7985
F -4.3443 7.0905 -5.5818
H -9.8640 7.3439 -10.7194
H -1.5197 11.3745 -8.3409
H -7.9207 11.9179 -12.5285
C -8.9489 7.5410 -8.0081
F -6.9136 15.5023 -0.6846
*
```

For the largest force on an atom, the calculation gives 5.13 eV Å⁻¹. The calculation puts the HOMO-LUMO gap at 0.159 Ha.